A structure of composition C37H51BrKN5OSb2 in a non-equilibrium geometry, computed with ωB97M-V/def2-TZVPD.

The LUMO energy is 0.2 eV. The energy above the lowest of the compared OMol25 structures with the same formula, charge and spin comes out at 85.5 kJ/mol. For the electronic energy, the calculation gives -148137.51317 eV. As for the largest force on an atom: 1.9 eV/A. As for the highest occupied orbital energy: -7.02 eV.

CARTESIAN COORDINATES (ANGSTROEM)
1 Sb 1.889 -1.584 3.914
2 Sb -1.556 2.253 -2.556
3 Br -3.056 -1.482 -0.374
4 K 0.833 0.057 0.604
5 O 2.978 -0.542 -2.187
6 N -0.115 0.459 2.898
7 N 3.000 0.496 1.989
8 N 1.216 0.962 -1.513
9 N -2.374 -1.494 2.274
10 N 0.890 -2.381 1.166
11 C -3.600 3.184 -2.497
12 C -0.630 1.758 5.283
13 C -0.541 -4.185 0.566
14 C 0.136 4.410 -1.366
15 C 0.512 0.085 4.018
16 C -1.657 1.838 1.628
17 C -1.904 2.098 -5.723
18 C -3.227 -2.031 1.434
19 C 0.446 -2.658 -1.205
20 C -0.995 1.466 2.931
21 C 0.782 -2.732 2.452
22 C 5.253 0.731 1.254
23 C 0.284 0.710 5.241
24 C -3.421 -3.125 5.511
25 C 0.042 -3.835 2.863
26 C -2.451 0.034 -4.404
27 C -4.580 2.014 -2.365
28 C 1.009 3.689 -3.586
29 C 0.251 -3.089 0.224
30 C -0.260 4.044 -2.803
31 C 3.936 1.181 1.313
32 C -1.277 2.138 4.120
33 C -4.084 4.093 -3.630
34 C 4.625 -1.159 2.578
35 C -1.507 1.234 -4.527
36 C 2.093 0.232 -1.871
37 C -4.275 -3.310 3.122
38 C -0.642 -4.563 1.895
39 C 3.502 2.448 0.625
40 C -3.391 -2.766 4.045
41 C -2.464 -1.855 3.557
42 C -0.932 5.238 -3.479
43 C 5.597 -0.453 1.882
44 C -4.207 -2.941 1.787
45 C -3.621 3.971 -1.183
46 C 3.334 -0.645 2.606
47 C -0.086 0.694 -4.736
48 H 1.740 4.502 -3.465
49 H 2.963 3.090 1.325
50 H 0.805 0.382 6.132
51 H -2.212 -0.574 -3.523
52 H 1.487 -2.372 -1.375
53 H 0.802 3.596 -4.658
54 H -1.749 -1.382 4.233
55 H -2.441 -3.468 5.850
56 H -1.693 1.552 -6.656
57 H -3.690 -2.259 6.120
58 H -4.767 1.532 -3.328
59 H -1.707 5.677 -2.850
60 H 0.286 0.159 -3.858
61 H -4.224 1.248 -1.664
62 H -1.999 2.946 4.124
63 H 1.465 2.763 -3.234
64 H -2.967 2.336 -5.721
65 H 4.862 -2.079 3.096
66 H 4.357 2.993 0.226
67 H -3.568 5.051 -3.643
68 H 6.618 -0.816 1.842
69 H -5.156 4.305 -3.491
70 H -0.839 2.268 6.216
71 H -2.602 2.351 1.802
72 H -1.378 4.978 -4.442
73 H -2.929 4.820 -1.201
74 H 0.003 -4.115 3.910
75 H -3.970 3.639 -4.614
76 H -4.145 -3.915 5.709
77 H -1.340 3.034 -5.759
78 H -0.091 -0.006 -5.585
79 H 0.673 3.581 -0.893
80 H 5.996 1.308 0.719
81 H 0.630 1.485 -4.965
82 H -1.238 -5.426 2.173
83 H -3.498 0.331 -4.334
84 H -5.548 2.382 -1.993
85 H 2.824 2.215 -0.205
86 H -1.014 2.504 1.041
87 H -0.732 4.658 -0.746
88 H -5.024 -4.024 3.445
89 H -4.889 -3.337 1.047
90 H 0.801 5.287 -1.375
91 H -0.170 -1.784 -1.449
92 H -3.358 3.335 -0.330
93 H -2.344 -0.609 -5.289
94 H -1.057 -4.738 -0.209
95 H 0.176 -3.457 -1.895
96 H -4.630 4.372 -1.005
97 H -1.846 0.944 1.027
98 H -0.177 6.018 -3.663

Atomic partial charges in e from the Löwdin method, atoms 1 to 2:
1 Sb 1.496
2 Sb 1.579